Entry 1:
The following is a quantum chemistry calculation of an isolated molecule of C11H18N2O2 at a distorted geometry, from the Open Molecules 2025 dataset.

```
! wB97M-V def2-TZVPD RIJCOSX def2/J DEFGRID3
* xyz 0 1
H -0.1056 -4.9234 -3.5710
N 0.3750 -4.7955 -2.6643
C 0.7424 -3.5655 -2.4513
O 0.3769 -2.6504 -3.3623
C 1.3509 -3.0733 -1.1787
N 1.1640 -1.6277 -1.0383
C 1.5502 -1.1077 0.1106
O 2.0539 -1.9017 1.1116
C 1.5482 0.3775 0.4061
C 1.0346 1.3663 -0.6486
C 0.2053 1.0969 0.5930
C -1.0913 0.2342 0.4295
C -2.2638 1.1613 0.2479
C -2.3383 2.1435 1.4290
C -1.0881 3.0476 1.4931
C 0.1544 2.2180 1.6147
H 0.4981 -1.7815 -2.8980
H 0.9396 -3.6406 -0.3313
H 2.4065 -3.3597 -1.1845
H 2.2155 -1.3097 1.8599
H 2.3694 0.6928 1.1057
H 0.6349 0.9954 -1.6025
H 1.5438 2.3221 -0.7106
H -1.2477 -0.3775 1.3169
H -1.0418 -0.4529 -0.4275
H -2.1952 1.7114 -0.6975
H -3.2156 0.5907 0.2069
H -3.1641 2.8618 1.3459
H -2.4363 1.6239 2.3904
H -1.0257 3.6770 0.5886
H -1.1340 3.7874 2.3379
H 0.1879 1.7791 2.6376
H 0.9963 2.8801 1.5410
*
```

- HOMO level: -9.23 eV
- SMILES string: [H]/N=C(\O)C/N=C(\O)[C@H]1CC12CCCCC2
- Energy relative to the best compared isomer or geometry (same formula, charge and spin): 2.808 eV
- Gap between HOMO and LUMO: 9.6 eV


Entry 2:
The following is a quantum chemistry calculation of a structure of composition C7H10CaIN at a distorted geometry, from the Open Molecules 2025 dataset.

```
! wB97M-V def2-TZVPD RIJCOSX def2/J DEFGRID3
* xyz -2 1
C -0.8822 1.1131 -1.2989
C 0.5126 0.8983 -1.5238
C 1.2388 1.8290 -0.7412
C 0.3152 2.6333 -0.0108
C -1.0163 2.1882 -0.3481
Ca 0.0461 0.4829 1.2602
N -1.1862 -1.5125 1.0277
C -0.4288 -2.6045 0.4768
C 0.8491 -2.2453 -0.2788
H 2.3415 1.9002 -0.7033
H 0.9078 0.1670 -2.2676
H 0.5519 3.4132 0.7551
H -1.9982 2.5513 0.0940
H -1.7355 0.4915 -1.7371
H 0.8197 -2.1812 -1.3552
H -1.0594 -3.2636 -0.1249
H -2.1666 -1.2714 1.1763
H 1.8041 -2.1650 0.2350
H -0.1044 -3.0487 1.4542
I 1.1909 0.6243 3.9103
*
```

- HOMO level: 2.14 eV
- Gap between HOMO and LUMO: 2.8 eV


Entry 3:
The following is a quantum chemistry calculation of a structure of composition C14H22AsN3O3S4SbW at a distorted geometry, from the Open Molecules 2025 dataset.

```
! wB97M-V def2-TZVPD RIJCOSX def2/J DEFGRID3
* xyz 0 2
W -0.2958 0.3503 0.9086
N -3.5487 -2.7398 0.1001
C -2.4235 -1.9799 0.0868
S -2.4826 -0.6985 1.2568
N -1.4426 -2.2530 -0.7252
N -0.3277 -1.4709 -0.4899
C 0.6695 -1.8566 -1.1460
C 2.0039 -1.2234 -1.0756
C 3.1307 -1.9862 -1.3197
C 4.3695 -1.4102 -1.4465
C 4.4699 -0.0026 -1.4926
C 3.3788 0.7575 -1.2748
C 2.1132 0.2161 -0.9476
O 1.0915 0.9662 -0.5292
H -4.3023 -2.3349 0.6105
H -3.8679 -3.3512 -0.6231
H 0.5569 -2.7312 -1.7266
H 3.0056 -3.0276 -1.4854
H 5.2399 -2.0508 -1.6134
H 5.4230 0.4593 -1.6729
H 3.4294 1.8296 -1.2836
S 1.1748 4.0201 4.8901
Sb 1.6992 2.8441 3.0806
S -0.5572 2.3446 2.1886
S 1.4992 -0.3110 2.3893
C -0.1629 3.8175 -1.7210
As -1.3172 2.3862 -1.7446
C -2.9934 3.1287 -1.9762
C -0.8484 1.2541 -3.0834
O -1.5673 1.5190 -0.3352
H -0.1206 4.3447 -2.6744
H 0.8307 3.4854 -1.4062
H -0.5340 4.4343 -0.9454
H -3.1969 3.4131 -3.0095
H -3.0223 3.9441 -1.2884
H -3.7604 2.4169 -1.6645
H -0.8752 1.7147 -4.0781
H -1.4732 0.3619 -3.1527
H 0.1232 0.8646 -2.8220
C -0.3311 -3.4625 3.0475
O 0.1167 -2.5671 2.0433
C 0.0045 -1.1960 2.3974
C -0.7760 -0.8428 3.7178
H 0.0527 -4.4371 2.7461
H -1.4089 -3.4875 3.0828
H 0.0817 -3.1905 4.0598
H -0.1338 -1.2279 4.5271
H -1.7569 -1.2513 3.8177
H -0.9380 0.2176 3.8025
*
```

- HOMO level (alpha / beta): -6.97 / -7.55 eV
- Energy relative to the best compared isomer or geometry (same formula, charge and spin): 0.000 eV
- Gap between HOMO and LUMO (alpha / beta): 5.9 / 6.6 eV


Entry 4:
The following is a quantum chemistry calculation of a cluster of 14 separate species, C55H94FN13O3 in total at a distorted geometry, from the Open Molecules 2025 dataset.

```
! wB97M-V def2-TZVPD RIJCOSX def2/J DEFGRID3
* xyz 0 1
C -2.2349 3.9187 -2.9308
C -2.3894 4.6881 -1.6173
C -1.1042 5.3745 -1.1583
C -0.8179 6.5370 -2.0256
N -0.5752 7.4309 -2.7160
H -3.2042 3.7388 -3.3957
H -1.5426 3.0871 -2.7994
H -1.7415 4.5304 -3.6861
H -2.8434 4.0827 -0.8328
H -3.2296 5.3756 -1.7154
H -0.2719 4.6759 -1.0733
H -1.3388 5.7867 -0.1768
C -0.7970 1.0416 -0.4278
C 0.2233 -0.0195 -0.9268
C 0.6769 -0.9286 0.1742
C -0.4321 -1.7317 0.7515
N -1.2896 -2.4137 1.1787
H -1.5761 0.5066 0.1152
H -1.3261 1.6088 -1.1936
H -0.2174 1.6071 0.3019
H 1.1447 0.4204 -1.3083
H -0.1782 -0.6363 -1.7308
H 1.1138 -0.3197 0.9657
H 1.4095 -1.6600 -0.1671
C 1.6415 -5.8314 -0.4710
C 1.3992 -4.6850 -1.4467
C 2.2840 -4.8127 -2.7173
C 2.0942 -6.0437 -3.4277
N 1.9063 -7.0106 -4.0748
H 2.6627 -5.9954 -0.1268
H 1.3456 -6.8190 -0.8250
H 0.9853 -5.8320 0.3993
H 1.7372 -3.7630 -0.9737
H 0.3394 -4.5640 -1.6710
H 3.3417 -4.8961 -2.4676
H 2.1309 -4.0198 -3.4494
C -1.8479 1.2972 3.4449
C -2.1513 1.8433 4.8587
C -3.4098 2.7674 4.9370
C -4.6003 2.1729 4.3425
N -5.5301 1.6188 3.9027
H -1.0441 0.5635 3.5055
H -1.4688 2.0802 2.7883
H -2.6659 0.8049 2.9189
H -1.2412 2.4181 5.0304
H -2.1414 1.0729 5.6297
H -3.1829 3.6328 4.3143
H -3.7253 3.1373 5.9125
C 0.8614 -2.3327 3.9423
C 1.4541 -3.6809 3.5283
C 2.9300 -3.6449 3.1329
C 3.2151 -3.2275 1.7255
N 3.4984 -2.9119 0.6498
H 0.5907 -1.6637 3.1254
H 1.5575 -1.8433 4.6235
H -0.0651 -2.4915 4.4940
H 0.7918 -4.1385 2.7934
H 1.3078 -4.2633 4.4380
H 3.2908 -4.6595 3.3016
H 3.4157 -2.9362 3.8037
C 6.4661 -1.0266 3.8592
C 6.1535 0.4357 4.1984
C 5.3184 1.2471 3.1543
C 3.9938 0.7351 3.0111
N 2.9004 0.3395 2.7667
H 6.7586 -1.0827 2.8107
H 5.5845 -1.6663 3.9007
H 7.2662 -1.5674 4.3647
H 7.0597 0.9738 4.4763
H 5.5968 0.3602 5.1325
H 5.8050 1.3723 2.1870
H 5.2063 2.3100 3.3683
C -2.3504 -7.2353 4.9110
C -2.0432 -5.9218 5.6560
C -2.4615 -4.6445 4.9090
C -3.8887 -4.5747 4.7622
N -5.0391 -4.4535 4.6883
H -2.0912 -7.1472 3.8559
H -3.4028 -7.4625 5.0814
H -1.8138 -8.0019 5.4698
H -0.9681 -5.9179 5.8357
H -2.4710 -6.0340 6.6522
H -2.0569 -4.7052 3.8987
H -2.1573 -3.7103 5.3810
C -6.3044 1.4406 0.2719
C -4.9125 0.9230 -0.1869
C -4.7017 -0.5646 -0.0294
C -5.4510 -1.3241 -1.0713
N -6.0282 -1.9377 -1.8696
H -6.3596 2.5281 0.3198
H -6.4524 1.0579 1.2817
H -7.1573 0.9878 -0.2338
H -4.1208 1.5064 0.2832
H -4.8486 1.0260 -1.2702
H -5.0205 -0.9261 0.9482
H -3.6618 -0.8878 -0.0759
C 0.8253 7.1187 -6.0507
C 2.1897 6.5051 -6.2346
C 3.0016 6.4376 -4.9158
C 2.4662 5.4949 -3.8392
N 2.0830 4.7699 -3.0143
H 0.3342 7.2088 -7.0196
H 0.9059 8.0713 -5.5270
H 0.1303 6.4860 -5.4986
H 2.7532 7.0439 -6.9963
H 2.1442 5.4916 -6.6332
H 3.1782 7.4805 -4.6524
H 3.9664 5.9746 -5.1234
C -0.9945 2.8567 -6.3068
C 0.3580 2.9247 -5.5165
C 0.5910 1.7699 -4.5153
C 0.3194 0.4731 -5.0806
N 0.1719 -0.5574 -5.5248
H -1.3157 3.7816 -6.7859
H -1.8721 2.6316 -5.7008
H -1.0033 2.0484 -7.0380
H 0.3990 3.8206 -4.8970
H 1.2196 3.1199 -6.1550
H -0.1131 1.9057 -3.6944
H 1.5773 1.9328 -4.0807
C 4.0517 1.7840 -1.7148
C 4.8904 0.9026 -0.7282
C 5.0222 -0.5565 -1.1914
C 3.9949 -1.0389 -2.1017
N 3.1022 -1.4008 -2.7887
H 4.0088 2.8155 -1.3654
H 3.0370 1.3898 -1.7713
H 4.5314 1.8842 -2.6885
H 4.6047 1.0579 0.3122
H 5.9176 1.2593 -0.8034
H 5.2596 -1.2624 -0.3956
H 5.8617 -0.5785 -1.8863
C 0.3528 4.7590 3.0259
C 1.6982 4.0536 3.1564
C 2.7007 4.6374 4.1308
C 3.0419 6.0884 3.9974
N 3.2834 7.1789 3.9382
H 0.3374 5.7989 3.3523
H -0.4536 4.4118 3.6719
H -0.0384 4.5999 2.0211
H 2.1765 4.1066 2.1784
H 1.4691 3.0061 3.3526
H 3.6591 4.1297 4.0223
H 2.3076 4.5931 5.1465
C -1.8055 -4.2842 -3.8074
C -1.5814 -2.8907 -3.4614
C -2.8055 -2.1119 -3.9559
C -2.7793 -0.6936 -3.6151
N -2.7427 0.4541 -3.3596
H -1.0717 -4.9898 -3.4176
H -1.7772 -4.3449 -4.8954
H -2.7735 -4.6263 -3.4412
H -0.6994 -2.3839 -3.8530
H -1.5397 -2.7944 -2.3764
H -3.7382 -2.5368 -3.5850
H -2.8724 -2.1972 -5.0405
C -2.9641 -5.0345 -0.4853
C -2.7623 -5.6068 0.9919
O -3.9176 -5.1010 1.5769
C -4.5608 -4.1360 0.8982
O -5.4744 -3.4252 1.2677
O -3.9309 -4.0239 -0.2382
F -1.6251 -5.0821 1.5333
H -3.4185 -5.7781 -1.1400
H -2.0868 -4.6307 -0.9908
H -2.7173 -6.6873 1.1287
*
```

- HOMO level: -10.66 eV
- Gap between HOMO and LUMO: 10.5 eV